1.
95
Properties=species:S:1:pos:R:3:mulliken_charge:R:1 method="wB97M-V/def2-TZVPD" mol_weight_da=623.7 e_homo_ev="-9.539 / -10.880" orbital_gap_ev="7.0947 / 7.3205" charge=+1 spin_multiplicity=5 e_lumo_ev="-2.44 / -3.56" e_tot_ha=-3744.53391
Fe -0.08 -0.12 -0.33 -0.419
S 1.56 0.96 2.24 0.738
P -0.04 2.19 -0.81 0.741
P 0.55 -2.31 0.12 -0.320
O -1.88 -0.24 1.95 -0.403
N 1.51 -0.26 -1.60 0.868
N -1.39 -0.17 -1.77 -0.028
C 1.40 -2.31 2.79 -1.834
C 0.69 -3.22 1.78 2.808
C 2.30 -2.27 -0.53 -1.972
C -1.29 1.49 -5.17 -1.830
C 1.38 4.47 -1.68 -1.524
C -2.76 2.42 -0.33 -1.919
C -1.92 3.63 -2.35 -1.608
C 3.32 -0.39 -3.67 -1.304
C 0.07 -3.13 -2.56 -1.658
C 1.38 3.99 0.83 -1.745
C -1.87 -3.13 -0.96 -1.468
C 2.72 2.58 -0.72 -1.618
C -1.51 4.56 -0.08 -1.783
C 2.44 -1.23 -1.61 0.031
C -0.09 -4.92 -0.89 -1.845
C -1.81 0.44 -4.19 2.473
C 1.37 0.57 -2.66 -1.198
C -0.73 -3.51 2.29 -1.642
C -3.33 0.57 -4.01 -1.634
C 1.52 -4.52 1.70 -1.616
C -1.49 -0.93 -4.78 -1.914
C -0.37 -3.43 -1.12 2.174
C 1.42 3.38 -0.59 2.451
C 3.23 1.08 2.93 -1.449
C 2.29 0.55 -3.70 -0.159
C 0.17 1.48 -2.58 -1.104
C 0.49 1.66 3.53 -1.163
C -1.11 0.51 -2.78 -0.514
C 3.42 -1.25 -2.59 -0.827
C -1.61 3.26 -0.90 2.443
C -1.03 -0.11 1.15 0.597
H -1.82 -1.73 -4.11 0.355
H 3.90 0.54 2.25 0.353
H -3.60 0.91 -3.00 0.258
H -2.15 -2.23 -1.53 0.001
H -0.41 -1.04 -4.96 0.285
H 2.75 1.74 0.00 -0.295
H -0.77 5.26 -0.48 0.273
H 2.16 1.26 -4.52 0.543
H -1.29 4.36 0.98 0.222
H 1.13 -3.36 -2.74 0.238
H -2.46 -3.99 -1.34 0.551
H -0.22 1.37 -5.35 0.201
H 1.03 2.43 4.10 0.469
H 1.41 -2.82 3.77 0.676
H 2.97 -2.02 0.31 0.698
H -3.75 1.28 -4.73 0.376
H -1.32 -2.59 2.37 0.174
H -2.91 1.49 -0.89 0.313
H 2.39 -4.44 1.05 0.192
H 0.90 3.31 1.55 0.129
H 0.87 -1.36 2.93 0.183
H 0.99 -5.15 -0.92 0.323
H 0.17 0.85 4.19 0.365
H -1.14 4.25 -2.81 0.128
H -0.51 -5.31 0.04 0.345
H 0.93 -5.39 1.39 0.389
H -0.11 -2.08 -2.82 -0.075
H -3.80 -0.41 -4.16 0.435
H -1.81 1.34 -6.13 0.552
H 0.75 4.22 -2.54 0.069
H -1.28 -4.22 1.66 0.313
H -1.50 2.51 -4.84 0.310
H 0.86 4.96 0.86 0.408
H 3.57 3.25 -0.48 0.778
H 0.25 2.28 -3.31 1.630
H 1.89 -4.76 2.71 0.527
H -0.53 -3.75 -3.25 0.671
H 3.27 0.59 3.91 0.423
H 1.06 5.44 -1.27 0.413
H -0.55 -5.49 -1.71 0.546
H 2.40 4.61 -2.08 0.436
H 3.57 2.12 2.99 0.402
H 2.59 -3.27 -0.91 0.732
H -0.65 -3.95 3.29 0.524
H 2.43 -2.09 2.51 0.286
H 4.22 -1.99 -2.50 0.569
H 2.41 4.15 1.18 0.408
H -2.49 5.05 -0.13 0.558
H 4.01 -0.45 -4.51 0.482
H -2.85 4.23 -2.35 0.635
H -0.40 2.11 3.08 0.220
H 2.88 2.19 -1.73 0.419
H -2.01 -1.05 -5.74 0.519
H -3.68 3.02 -0.40 0.577
H -2.10 2.74 -2.97 0.209
H -2.16 -2.95 0.08 0.200
H -2.59 2.16 0.72 0.255

---

2.
95
Properties=species:S:1:pos:R:3:mulliken_charge:R:1 method="wB97M-V/def2-TZVPD" smiles="CCCCCCCCCCCC[C@]1(N)CC(=O)O[C@H]1Cc1ccccc1.COCCOC.COCCOC" mol_weight_da=539.8 e_homo_ev=-8.687 orbital_gap_ev=9.2722 charge=0 e_lumo_ev=0.59 e_tot_ha=-1721.38237
O 0.62 -1.11 1.89 -0.602
O 1.57 6.00 4.86 -0.201
O 1.15 -6.60 -5.90 -0.457
O -1.05 -7.94 -4.46 -0.415
O 0.48 -2.40 -0.07 -0.113
O 2.15 7.48 7.34 -0.373
N -1.79 -1.64 -1.46 -0.735
C 1.20 -6.44 0.32 -0.715
C 0.09 4.62 -0.79 -1.101
C 2.70 -4.33 -0.97 -0.308
C 2.28 8.66 6.56 -0.678
C 0.47 -5.53 -0.60 -0.588
C 2.63 -6.27 0.60 -0.347
C 1.17 5.59 6.16 -0.397
C -0.80 -9.09 -5.25 -0.740
C 0.39 3.09 -1.11 0.152
C -0.46 -0.95 -1.63 1.903
C 3.41 -5.21 -0.06 -0.621
C -4.03 1.09 1.98 -0.507
C 0.68 -6.23 -4.60 -0.073
C -0.27 -0.19 -0.25 0.043
C 0.34 -1.28 0.74 -0.201
C 0.23 -6.27 -6.92 -0.736
C -3.27 2.50 1.91 -0.701
C 0.61 -3.40 -2.21 -1.448
C -1.09 3.69 2.86 -1.091
C 0.16 1.29 -2.97 -1.012
C 1.25 -4.47 -1.24 1.058
C 0.14 -7.43 -3.85 -0.316
C -0.59 2.45 -2.18 0.187
C 0.94 6.79 7.07 -0.653
C 0.71 -1.99 -1.45 0.286
C 2.96 5.87 4.65 -0.930
C -1.71 2.35 2.24 0.826
C -4.36 0.49 0.54 -0.898
C -0.73 4.85 0.53 -0.298
C -0.04 4.32 1.84 -0.377
C -0.58 -0.11 -2.96 -1.407
H 3.54 6.28 5.48 0.454
H -3.41 0.33 2.54 0.355
H -1.69 -9.28 -5.86 0.248
H -0.44 -3.65 -2.49 0.347
H 4.50 -5.03 0.11 0.354
H -1.73 4.34 0.39 -0.001
H 3.22 4.81 4.52 0.335
H 0.50 5.15 2.39 0.312
H -0.17 -0.70 -3.84 0.290
H 3.23 6.41 3.74 0.233
H -0.62 -5.66 -0.77 0.502
H 0.56 6.43 8.04 0.383
H -1.17 0.36 0.12 -0.182
H -2.05 -2.13 -2.31 0.271
H -1.60 1.46 2.91 0.692
H -0.33 5.14 -1.69 0.396
H 1.62 9.44 6.94 0.326
H -1.21 2.22 1.24 -1.006
H -0.07 -5.44 -4.67 0.297
H -2.51 -0.94 -1.24 0.118
H -5.02 1.23 2.49 0.297
H 1.22 1.19 -2.59 0.395
H -0.14 -7.12 -2.84 0.206
H -3.41 2.86 0.86 0.262
H -5.46 0.40 0.35 0.425
H 0.25 -5.19 -7.11 0.319
H 1.54 -5.83 -4.05 0.154
H 0.19 7.46 6.65 0.347
H 0.73 3.51 1.68 0.220
H 1.73 -1.56 -1.66 0.203
H 1.11 5.09 -0.61 0.302
H -3.94 1.11 -0.30 0.217
H 1.45 3.01 -1.48 0.486
H -1.66 0.09 -3.23 0.406
H 0.66 0.42 -0.46 -0.081
H -0.85 5.96 0.66 0.425
H 0.23 5.04 6.05 0.299
H 0.06 -8.96 -5.90 0.325
H 3.17 -6.94 1.33 0.335
H 1.90 4.90 6.60 0.382
H -0.64 -9.96 -4.59 0.326
H -1.44 1.97 -1.62 -0.343
H -3.76 3.17 2.67 0.395
H -0.79 -6.58 -6.67 0.322
H -0.99 3.24 -2.88 0.598
H -0.58 3.37 3.82 0.242
H 0.54 -6.79 -7.83 0.262
H 3.25 -3.49 -1.48 0.269
H 1.27 -3.40 -3.12 0.360
H 0.70 -7.26 0.88 0.357
H 2.06 8.48 5.50 0.262
H 0.25 1.63 -4.04 0.414
H -3.95 -0.55 0.43 0.138
H -1.92 4.42 3.03 0.304
H 0.33 2.54 -0.14 -0.512
H 3.31 9.00 6.63 0.242
H 0.90 -8.22 -3.76 0.300

---

3.
102
Properties=species:S:1:pos:R:3:mulliken_charge:R:1 method="wB97M-V/def2-TZVPD" mol_weight_da=771.8 e_homo_ev="-13.371 / -13.350" orbital_gap_ev="5.8717 / 8.3034" charge=+2 spin_multiplicity=2 e_lumo_ev="-7.50 / -5.05" e_tot_ha=-6029.22500
As 0.60 -1.69 -1.10 1.960
Cr 0.83 -0.19 0.78 0.257
P -2.17 0.85 1.22 -1.856
P -0.69 2.52 -0.59 -1.239
Si 4.27 0.44 0.31 -0.088
O -0.59 3.65 0.47 0.083
O -0.62 3.22 -1.99 -0.318
O 0.34 1.44 -0.39 1.430
O -1.67 1.99 2.16 -0.212
O -1.24 -0.32 1.08 0.339
O -3.57 0.48 1.83 -0.197
N 1.47 -1.60 2.04 0.499
N 2.78 -0.16 1.05 1.160
C 1.23 -3.52 -0.87 -1.407
C 4.69 -0.90 -0.99 -0.914
C 3.76 2.10 -0.48 -0.271
C 5.76 0.66 1.47 -1.428
C -1.35 -1.96 -1.31 0.620
C 1.24 2.41 -3.33 -0.732
C -2.36 1.82 -0.31 -0.506
C -2.06 -4.27 -1.98 -0.270
C 3.32 -2.43 3.89 -0.840
C -1.13 1.89 3.50 0.471
C -0.22 -3.18 2.76 -1.295
C -3.02 -4.72 -4.13 -0.617
C -0.91 5.84 -0.57 -1.412
C -1.68 0.71 4.28 -1.283
C -2.24 -2.51 -3.60 0.068
C 2.05 -3.01 3.84 -0.971
C -1.10 1.51 -3.67 -1.003
C 1.39 4.98 0.00 -0.938
C -1.86 -2.94 -2.33 -0.132
C -4.44 -0.63 1.52 0.486
C -0.25 2.70 -3.29 0.286
C -0.07 5.00 0.38 0.397
C -3.90 -1.92 2.10 -0.966
C 1.24 -1.40 -2.94 -1.275
C -2.64 -5.15 -2.87 -0.848
C 1.14 -2.57 2.90 0.615
C 2.72 -1.06 2.04 0.163
C 0.39 1.88 3.39 -0.769
C -2.82 -3.40 -4.49 -0.888
C -4.71 -0.72 0.03 -1.250
C 3.67 -1.45 2.99 -0.908
H 1.96 4.38 0.71 0.222
H -3.08 2.61 -0.14 0.658
H -1.79 -4.61 -0.98 0.436
H -0.20 5.37 1.40 0.479
H 5.51 1.06 2.45 0.409
H 1.39 -0.34 -3.14 0.066
H 0.91 -4.12 -1.73 0.504
H 1.79 5.99 0.00 0.568
H 2.32 -3.51 -0.83 0.408
H -1.77 -0.97 -1.50 -0.820
H 4.17 2.93 0.08 0.457
H -2.12 -1.47 -3.88 0.360
H -1.97 5.67 -0.39 0.339
H -0.68 5.61 -1.60 0.230
H 1.52 4.55 -0.99 0.049
H -0.80 1.15 -4.66 0.660
H -5.01 0.26 -0.35 0.339
H -5.37 -0.36 2.04 0.343
H -0.79 -3.07 3.68 0.479
H 4.03 -2.76 4.63 0.495
H -0.96 0.70 -2.95 -0.131
H 1.50 2.02 -4.31 0.537
H -1.67 -2.28 -0.31 -0.207
H 1.80 3.33 -3.18 0.318
H -0.48 3.55 -3.95 0.376
H 5.55 -0.60 -1.57 0.496
H 2.68 2.21 -0.51 -0.658
H -3.13 -3.06 -5.47 0.464
H -0.76 -2.70 1.94 -0.030
H 0.50 -1.81 -3.64 0.469
H -2.77 0.73 4.28 0.335
H 3.86 -1.07 -1.68 0.081
H 4.64 -1.00 2.99 0.448
H -2.67 1.21 -1.15 0.503
H -2.82 -6.18 -2.57 0.443
H -1.47 2.83 3.97 0.342
H 0.85 -3.97 0.04 0.286
H 4.93 -1.84 -0.51 0.333
H -0.71 6.90 -0.40 0.509
H 4.14 2.17 -1.49 0.510
H -5.53 -1.42 -0.15 0.540
H -3.47 -5.41 -4.82 0.432
H -3.72 -1.80 3.17 0.332
H 0.73 0.99 2.84 0.016
H -1.34 -0.23 3.85 0.083
H -0.13 -4.25 2.57 0.516
H -1.34 0.77 5.31 0.559
H 0.83 1.88 4.38 0.625
H -3.83 -1.08 -0.50 0.127
H 6.32 -0.27 1.60 0.411
H -2.97 -2.21 1.62 -0.059
H 1.78 -3.80 4.52 0.596
H -4.63 -2.71 1.96 0.485
H 6.44 1.37 1.00 0.424
H 1.52 1.70 -2.55 -0.395
H -2.15 1.79 -3.72 0.421
H 0.71 2.77 2.86 0.127
H 2.18 -1.92 -3.09 0.657